1) Here is one molecule with the formula C3H9N3O from OMol25. Energies are from ωB97M-V/def2-TZVPD.

The geometry in ORCA input format:
```
! wB97M-V def2-TZVPD RIJCOSX def2/J DEFGRID3
* xyz 0 1
C -0.067 -1.811 -0.046
N 1.335 0.367 0.536
C -0.913 0.623 0.093
C -0.071 -0.356 0.269
N 2.087 0.717 -0.611
N -0.885 1.968 0.288
O -2.347 -0.022 0.208
H -2.423 -0.782 -0.380
H 1.891 -0.303 1.063
H 2.062 -0.005 -1.336
H 1.688 1.563 -1.004
H -1.745 2.457 0.089
H -0.459 2.227 1.168
H -1.032 -2.298 0.091
H 0.604 -2.332 0.636
H 0.274 -2.012 -1.066
*
```

Properties
Structure (SMILES): C/C(NN)=C(/N)O
Gap between HOMO and LUMO: 8.944 eV
E_LUMO: 0.75 eV

Atomic partial charges in e from the Mulliken method, atoms 1 to 2: atom 1 (C): -1.3263, atom 2 (N): -0.2932

=====

2) Here is C3H9N3O as an isolated structure from OMol25. Energies are from ωB97M-V/def2-TZVPD.

The geometry in ORCA input format:
```
! wB97M-V def2-TZVPD RIJCOSX def2/J DEFGRID3
* xyz 0 1
N 0.610 -0.543 -1.017
C 0.807 0.737 -0.077
N 1.024 -1.819 -0.553
N 1.030 0.318 1.221
O 1.247 1.739 -0.604
H 0.937 -0.288 -1.949
H 1.980 -2.023 -0.828
H 0.403 -2.532 -0.921
H 1.095 -0.679 1.364
H 1.549 0.980 1.774
C -1.399 0.915 -0.220
C -2.094 0.610 0.873
H -3.065 1.037 1.106
H -1.708 -0.125 1.573
H -1.745 1.720 -0.866
H -0.672 -0.046 -0.874
*
```

Properties
Gap between HOMO and LUMO: 9.060 eV
E_LUMO: 0.74 eV

Atomic partial charges in e from the Mulliken method, atoms 1 to 2: atom 1 (N): -0.2026, atom 2 (C): 0.4538

=====

3) Here is a 2-piece molecular cluster, C3H9N3O overall from OMol25. Energies are from ωB97M-V/def2-TZVPD.

The geometry in ORCA input format:
```
! wB97M-V def2-TZVPD RIJCOSX def2/J DEFGRID3
* xyz 0 1
C -0.061 -0.822 -0.172
N -0.353 -0.809 -1.516
N 1.944 0.647 -0.746
N 0.296 -1.832 0.516
H 0.016 -1.566 -2.067
H -0.650 0.084 -1.881
H 2.330 0.096 0.015
H 2.714 1.186 -1.130
H 0.401 -2.684 -0.028
C -0.926 0.306 0.595
C -1.223 0.259 1.890
O -1.274 1.358 -0.223
H -1.788 2.000 0.284
H 1.265 1.327 -0.397
H -0.924 -0.595 2.469
H -1.766 1.048 2.392
*
```

Properties
Structure (SMILES): [H]/N=C(\N)C(=C)O.N
Gap between HOMO and LUMO: 9.504 eV
E_LUMO: 0.72 eV

Atomic partial charges in e from the Mulliken method, atoms 1 to 2: atom 1 (C): 0.2953, atom 2 (N): -0.3686

=====

4) Here is a 2-piece molecular cluster, C3H9N3O overall from OMol25. Energies are from ωB97M-V/def2-TZVPD.

The geometry in ORCA input format:
```
! wB97M-V def2-TZVPD RIJCOSX def2/J DEFGRID3
* xyz 0 1
O -3.062 0.711 0.950
C -1.884 0.432 0.814
C -0.933 1.418 0.061
N 0.351 1.355 0.872
H -1.458 -0.500 1.224
H -0.714 1.141 -0.977
H -1.412 2.407 0.052
H 0.946 2.050 0.411
H 0.218 1.697 1.812
N 1.885 -1.143 -0.027
C 1.115 -1.754 -0.995
N 0.176 -1.143 -1.610
H 1.337 -0.352 0.381
H 2.234 -1.796 0.670
H 1.346 -2.786 -1.253
H -0.146 -1.737 -2.384
*
```

Properties
Structure (SMILES): [H]/N=C/N.NCC=O
Gap between HOMO and LUMO: 10.339 eV
E_LUMO: 0.90 eV

Atomic partial charges in e from the Mulliken method, atoms 1 to 2: atom 1 (O): -0.4849, atom 2 (C): 0.0131

=====

Which one sits at the bottom of the stability order? 2) does.